155
Properties=species:S:1:pos:R:3 method="wB97M-V/def2-TZVPD" orbital_gap_ev=2.34 homo_ev=-8.699 total_energy_ha=-5207.75987
Pb 0.78016 7.31834 0.84368
N 0.50941 3.31308 -0.81247
S 0.85894 2.24312 -1.82108
O -0.31595 1.51053 -2.39593
O 2.18288 1.65146 -1.77250
F 1.15887 3.34166 -2.98376
S 0.14116 2.03953 0.32051
O 1.07864 0.92444 0.46043
O -1.22358 1.58720 0.53734
F 0.46391 2.90021 1.68918
N 1.94174 7.73066 4.69692
S 3.30217 8.49028 5.49411
O 4.25601 7.73435 6.39114
O 3.21092 9.93441 5.66409
F 4.23179 8.46660 4.22164
S 1.72028 6.93610 5.99402
O 1.33793 7.71001 7.25470
O 2.49081 5.73958 6.18941
F 0.30001 6.28902 5.58816
C -1.06267 -8.02875 -2.44036
C -0.34790 -6.75075 -1.96062
C -1.27119 -5.52992 -1.78795
O -1.95674 -5.18992 -3.04028
C -2.48522 -3.88411 -2.99070
N 0.33833 -7.19650 -0.72635
H -1.77751 -8.34296 -1.67986
H -0.48497 -8.95110 -2.50060
H -1.59269 -7.80432 -3.36601
H 0.41512 -6.54234 -2.71061
H -0.67104 -4.69979 -1.41534
H -2.00816 -5.64062 -0.99253
H -1.64014 -3.19847 -3.05243
H -3.07649 -3.69155 -2.09548
H -3.21020 -3.75946 -3.79504
H 1.24736 -7.55570 -0.98078
H 0.55504 -6.36970 -0.18827
C 5.77284 -2.11496 -4.96536
C 4.78641 -1.82071 -6.09078
C 3.37952 -2.24437 -5.83344
O 2.69796 -1.91907 -7.00779
C 1.50381 -2.67314 -7.15653
N 4.84672 -0.36844 -6.16656
H 5.29874 -1.92161 -4.00310
H 6.67376 -1.50234 -4.99927
H 6.06621 -3.16195 -5.04179
H 5.08964 -2.19741 -7.06764
H 2.87045 -1.89608 -4.93477
H 3.56331 -3.31875 -5.84086
H 0.58514 -2.32175 -6.68678
H 1.62796 -3.72181 -6.88639
H 1.23360 -2.65852 -8.21240
H 4.10684 -0.25641 -6.84489
H 4.43444 0.04142 -5.34063
C -3.08625 7.12113 -3.62711
C -2.57331 7.79698 -2.31241
C -3.30973 7.21415 -1.04814
O -2.80134 7.90210 0.12462
C -3.66688 7.83255 1.23955
N -1.11105 7.75312 -2.38412
H -2.75797 6.09837 -3.81223
H -2.95728 7.74760 -4.50972
H -4.17119 7.03018 -3.57460
H -2.92143 8.82437 -2.41900
H -3.00570 6.16926 -0.98595
H -4.36232 7.43618 -1.22381
H -4.72738 8.00911 1.05989
H -3.35347 8.64702 1.89262
H -3.56300 6.87849 1.75636
H -0.82058 6.80495 -2.57569
H -1.10521 8.30141 -3.23233
C 6.08862 8.46027 -2.63193
C 5.27855 7.69953 -1.61505
C 6.14460 6.88155 -0.62527
O 5.25660 6.00537 0.18375
C 5.88170 5.35976 1.25586
N 4.30256 8.53923 -1.00005
H 6.82855 7.78104 -3.05531
H 6.58819 9.22099 -2.03208
H 5.49363 8.82580 -3.46887
H 4.68518 6.92984 -2.10860
H 6.59021 7.63193 0.02778
H 6.92073 6.29423 -1.11594
H 6.32539 6.12963 1.88715
H 6.57988 4.61621 0.87146
H 5.11488 4.73339 1.71166
H 3.92965 9.11233 -1.74341
H 4.73571 9.21851 -0.39088
C 4.43670 -7.88332 4.43004
C 4.87439 -6.51322 4.91820
C 3.75304 -5.48559 4.70711
O 3.23830 -5.28638 3.37758
C 4.12985 -4.66438 2.39389
N 5.25238 -6.60518 6.36697
H 4.40583 -7.75905 3.34758
H 3.45268 -8.22663 4.74932
H 5.16115 -8.66390 4.66236
H 5.75382 -6.08036 4.44141
H 4.11666 -4.50674 5.01973
H 2.90038 -5.68883 5.35501
H 4.78175 -3.85173 2.71440
H 3.41073 -4.33008 1.64608
H 4.71280 -5.37996 1.81406
H 4.42860 -6.78884 6.92174
H 5.64729 -5.74519 6.71990
C -4.00489 -8.75026 3.92227
C -2.92730 -7.79137 3.24145
C -2.60726 -6.42539 3.90079
O -3.77438 -5.56116 3.87544
C -3.56922 -4.19181 4.18107
N -1.72609 -8.61018 3.22080
H -4.19565 -9.64608 3.33132
H -4.98693 -8.27763 3.90477
H -3.79905 -9.00064 4.96296
H -3.29654 -7.72684 2.21793
H -1.72888 -5.96042 3.45316
H -2.34050 -6.74017 4.90967
H -4.53573 -3.69192 4.24470
H -3.03463 -3.66746 3.38900
H -3.08536 -3.99266 5.13728
H -2.04717 -9.36232 2.62811
H -1.12218 -8.04032 2.64577
C -4.24762 0.42658 9.83355
C -3.22740 1.57294 9.63836
C -2.43006 1.52455 8.41985
O -1.21857 0.76961 8.57201
C -0.34864 0.65275 7.42638
N -3.95896 2.76243 9.86043
H -3.82591 -0.56563 9.67293
H -5.01349 0.47068 9.05923
H -4.63861 0.33791 10.84714
H -2.51206 1.49095 10.45669
H -2.12911 2.51897 8.09023
H -2.98291 1.24893 7.52179
H -1.05819 0.59341 6.60109
H 0.27112 -0.24376 7.41080
H 0.26044 1.55412 7.35809
H -3.34283 3.50699 10.15388
H -4.78120 2.72810 10.44594
C -7.38072 -2.06232 -9.17834
C -6.57097 -0.83143 -9.54223
C -5.29894 -0.75593 -8.69996
O -4.81336 0.62821 -8.95539
C -3.73894 0.95311 -8.21374
N -6.23937 -0.90351 -10.96916
H -7.93348 -1.91721 -8.25017
H -6.78825 -2.96269 -9.01575
H -8.13825 -2.28933 -9.92848
H -7.22299 0.03750 -9.45321
H -4.54688 -1.47493 -9.02487
H -5.66939 -0.95502 -7.69437
H -2.88045 0.37573 -8.55688
H -3.95966 0.70143 -7.17641
H -3.43301 1.99187 -8.33815
H -6.87629 -0.29740 -11.46620
H -5.38451 -0.36688 -10.93258

=====

13
Properties=species:S:1:pos:R:3 method="wB97M-V/def2-TZVPD" orbital_gap_ev=8.31 smiles="SN=C1SCSCS1" homo_ev=-8.263 total_energy_ha=-1764.67064
S -3.23624 -0.27506 -0.01668
N -1.88327 0.73207 0.15366
C -0.68518 0.36830 0.05766
S 0.24656 1.79249 -0.13411
C 2.01733 1.10625 0.36961
S 2.67118 -0.41101 -0.26586
C 1.50110 -1.75554 0.37302
S -0.26975 -1.12592 -0.13052
H -2.76613 -1.68748 0.14857
H 2.25212 1.07762 1.51450
H 2.81511 1.86117 0.09291
H 1.76381 -2.80555 -0.35940
H 1.53050 -1.57231 1.48092

=====

60
Properties=species:S:1:pos:R:3 method="wB97M-V/def2-TZVPD" orbital_gap_ev=6.70 homo_ev=-14.513 charge=+2 total_energy_ha=-3324.72955
C -0.28554 -0.14208 -4.45934
I -2.20486 -0.16484 -3.10548
H 0.72560 -0.11221 -4.02093
H -0.41128 0.74082 -5.08609
H -0.37940 -1.05208 -5.06005
Sc 0.23000 -0.14528 -1.88980
P 0.42234 2.37393 -1.75145
C -1.09881 3.34386 -1.71099
C 1.47419 3.21323 -0.53936
H 1.67633 4.20249 -0.97091
H 1.27273 3.95802 -3.26939
H 2.41203 2.65323 -0.41080
H 2.16956 2.39778 -3.42366
H -1.50766 3.35990 -0.69366
H 0.94855 3.29109 0.42145
C 1.18378 2.86660 -3.31496
H -0.80850 4.35054 -2.03326
H 0.55117 2.56836 -4.15991
H -1.85213 2.92475 -2.39170
P 0.41348 -2.69780 -1.36411
C -1.12674 -3.63475 -1.04733
C 1.01918 -3.42268 -2.92554
H 2.46149 -2.98975 -0.11138
H 1.73637 -4.55557 -0.58908
H 1.07577 -3.63489 0.80429
C 1.52475 -3.55411 -0.19251
H 1.94993 -2.92675 -3.23677
H 1.21141 -4.49021 -2.75097
H -0.91214 -4.71074 -1.15233
H -1.91377 -3.34311 -1.76227
H 0.27598 -3.29825 -3.72481
H -1.49400 -3.43813 -0.02645
Cl 2.52101 -0.25647 -2.53445
C -2.45971 -0.43451 0.83257
P -0.68093 -0.01579 0.84949
C -0.74393 1.58548 1.82275
C 0.29378 1.90042 2.71989
C 0.27610 3.11153 3.41278
C -0.80475 3.98793 3.26175
C -1.83424 3.68040 2.37686
C -1.83101 2.47675 1.67339
C -0.02846 -1.18726 2.10231
C -0.86181 -2.07060 2.81555
C -0.30422 -2.98088 3.72191
C 1.07305 -2.98370 3.97082
C 1.90669 -2.09258 3.27699
C 1.36092 -1.20105 2.35441
H -2.94668 0.20611 0.08708
H -2.85917 -0.23368 1.83766
H -2.58326 -1.49201 0.56514
H 1.12670 1.20893 2.88536
H 1.09819 3.37204 4.07850
H -0.78880 4.96048 3.74975
H -2.64773 4.38802 2.23032
H -2.67390 2.22966 1.01890
H -1.94571 -2.04742 2.69790
H -0.93831 -3.72476 4.22484
H 1.52151 -3.72399 4.64402
H 2.98943 -2.08282 3.45537
H 2.02544 -0.51158 1.81773